Record 1
Formula: C3H10OS
Source: the OMol25 dataset
Level of theory: ωB97M-V with the def2-TZVPD basis set

The calculation puts the orbital gap at 9.795 eV. Its SMILES is CCCS.O. Its relative energy (zero: lowest compared OMol25 entry of this formula, charge and spin) is 1.263 eV. The value obtained for the HOMO energy is -9.0 eV.

XYZ file:
```
15
Properties=species:S:1:pos:R:3:forces:R:3:lowdin_charge:R:1
C 0.43416 -1.20661 -0.94957 -2.52 0.76 1.03 -0.094
C 0.83784 0.19936 -0.41409 -2.63 -1.12 -1.85 -0.288
C -0.45443 1.05962 -0.30173 -0.45 -1.72 2.90 -0.620
S -0.15851 2.70514 0.35901 -0.82 1.27 -2.03 0.682
H 1.13666 -1.79612 -1.42767 1.97 -0.46 -1.30 0.041
H -0.40788 -0.99354 -1.64965 0.71 -0.43 0.18 0.088
H 0.02982 -1.97906 -0.28095 -0.19 0.58 0.50 0.065
H 1.39879 0.29592 0.45133 0.77 -0.41 2.14 0.071
H 1.52461 0.51381 -1.14105 0.64 1.23 -1.36 0.080
H -1.04158 0.71609 0.59963 0.80 -0.72 -0.73 0.047
H -1.28108 0.91292 -1.00677 0.93 0.62 -0.73 0.082
H -0.91983 3.19733 -0.68912 0.81 0.39 1.06 -0.113
O -0.57158 -1.45533 2.24715 -1.06 -1.25 0.61 -0.038
H -0.37314 -1.29452 1.33308 0.55 0.65 -0.20 -0.035
H -0.15386 -0.87502 2.87041 0.50 0.61 -0.23 0.033
```
Forces are in eV/Å.

Record 2
Formula: C3H10OS
Source: the OMol25 dataset
Level of theory: ωB97M-V with the def2-TZVPD basis set

The calculation puts the orbital gap at 9.560 eV. Its SMILES is CCCS.O. Its relative energy (zero: lowest compared OMol25 entry of this formula, charge and spin) is 0.176 eV. The value obtained for the HOMO energy is -8.8 eV.

XYZ file:
```
15
Properties=species:S:1:pos:R:3:forces:R:3:lowdin_charge:R:1
C 0.77945 -1.54279 -0.88283 -0.35 -0.01 -0.55 -0.118
C -0.44095 -1.11197 -0.05440 1.08 0.02 -0.45 -0.334
C -0.05680 -0.09706 1.00352 -1.54 0.12 0.62 -0.551
S -1.50674 0.41058 2.03915 0.00 0.62 0.00 0.658
H 0.46154 -2.21095 -1.68810 0.01 -0.20 0.19 0.068
H 1.57775 -2.02783 -0.32589 -0.02 0.02 0.17 0.069
H 1.18201 -0.68423 -1.42384 0.19 0.13 0.26 0.070
H -1.09562 -0.62018 -0.77140 -0.42 -0.03 0.24 0.104
H -0.94755 -1.97203 0.37062 -0.09 -0.12 0.10 0.094
H 0.12310 0.85325 0.51785 0.51 0.20 -0.09 0.034
H 0.73589 -0.34533 1.70168 0.23 -0.32 -0.33 0.064
H -2.15990 -0.71585 2.34297 0.37 -0.38 -0.20 -0.173
O 0.35122 3.03200 -1.11738 0.24 -0.34 -0.01 -0.059
H -0.20764 3.80278 -1.00216 0.07 0.15 0.11 0.034
H 1.20424 3.22962 -0.70980 -0.30 0.14 -0.08 0.039
```
Forces are in eV/Å.

Record 3
Formula: C3H10OS
Source: the OMol25 dataset
Level of theory: ωB97M-V with the def2-TZVPD basis set

The calculation puts the orbital gap at 9.705 eV. Its SMILES is CCS.CO. Its relative energy (zero: lowest compared OMol25 entry of this formula, charge and spin) is 0.751 eV. The value obtained for the HOMO energy is -9.1 eV.

XYZ file:
```
15
Properties=species:S:1:pos:R:3:forces:R:3:lowdin_charge:R:1
C 0.39501 0.43407 2.61254 0.52 -0.37 0.61 -0.204
C -0.64104 1.42673 2.14672 -0.54 -0.06 0.14 -0.605
S -2.24810 0.58906 1.81133 0.08 0.01 0.10 0.663
H 0.51652 -0.38859 1.91130 0.16 0.09 -0.13 0.061
H 0.13671 -0.01863 3.57218 -0.51 -0.07 -0.08 0.066
H 1.36457 0.87860 2.86542 -0.05 0.22 -0.57 0.071
H -0.83678 2.15689 2.93042 0.05 0.12 -0.12 0.055
H -0.37893 1.95262 1.23423 0.23 0.02 0.04 0.060
H -2.38423 0.93413 0.52658 0.07 0.03 0.00 -0.169
C 0.43483 -1.17784 -3.45470 -0.90 0.23 -0.03 -0.183
O 1.69361 -1.73627 -3.20124 0.38 0.51 -1.11 -0.096
H 0.08978 -0.40855 -2.75348 0.41 -0.08 0.30 0.073
H 0.46732 -0.67187 -4.41267 0.11 -0.17 -0.27 0.076
H -0.35148 -1.93782 -3.47444 0.00 -0.07 -0.16 0.076
H 1.74221 -2.03253 -2.31418 0.00 -0.43 1.27 0.055
```
Forces are in eV/Å.

Record 4
Formula: C3H10OS2
Source: the OMol25 dataset
Level of theory: ωB97M-V with the def2-TZVPD basis set

The calculation puts the orbital gap at 9.492 eV. Its SMILES is CCSSC.O. Its relative energy (zero: lowest compared OMol25 entry of this formula, charge and spin) is 0.500 eV. The value obtained for the HOMO energy is -8.8 eV.

XYZ file:
```
16
Properties=species:S:1:pos:R:3:forces:R:3:lowdin_charge:R:1
C -0.33954 -1.98082 -0.47658 -0.51 0.50 -0.13 -0.172
C -0.57281 -1.86462 1.01673 0.66 -1.28 0.20 -0.640
S -1.39028 -0.37113 1.57191 -0.51 0.01 -0.68 0.492
S -0.33559 1.14465 0.72277 0.86 0.55 0.80 0.427
C -0.44538 1.41083 -1.06211 -2.05 -1.24 -0.06 -0.440
H -1.25145 -1.72444 -1.00470 -0.45 -0.13 -0.03 0.066
H -0.09380 -3.00189 -0.75781 0.38 0.07 -0.02 0.076
H 0.35811 -1.24289 -0.85489 0.60 -0.23 0.11 0.044
H -1.19554 -2.70985 1.29305 -0.85 0.15 0.12 0.063
H 0.30682 -2.14181 1.61038 0.32 0.78 -0.22 0.074
H 0.33056 0.86256 -1.56468 0.72 0.59 -0.25 0.020
H -1.36603 0.98253 -1.48355 -0.04 0.00 0.35 0.043
H -0.58799 2.47485 -1.20376 0.76 0.17 -0.19 0.031
O 2.43139 2.93688 0.50212 0.28 0.03 -0.04 -0.080
H 1.47859 3.00331 0.58997 -0.11 0.01 0.11 -0.033
H 2.67294 2.22184 1.10113 -0.07 0.04 -0.06 0.030
```
Forces are in eV/Å.

Record 5
Formula: C3H10OS2
Source: the OMol25 dataset
Level of theory: ωB97M-V with the def2-TZVPD basis set

The calculation puts the orbital gap at 9.627 eV. Its SMILES is CCCSS.O. Its relative energy (zero: lowest compared OMol25 entry of this formula, charge and spin) is 0.659 eV. The value obtained for the HOMO energy is -9.1 eV.

XYZ file:
```
16
Properties=species:S:1:pos:R:3:forces:R:3:lowdin_charge:R:1
C 2.32048 0.93214 0.24044 -1.59 0.55 -0.85 -0.095
C 1.55721 -0.18217 -0.53063 0.87 0.56 -0.28 -0.321
C 0.40743 0.34868 -1.36818 -0.74 0.20 0.66 -0.535
S -1.19626 -0.58129 -1.34251 -0.10 0.35 -0.06 0.394
S -0.91570 -2.37489 -0.49597 0.30 -1.10 -0.09 0.292
H 2.03246 0.86731 1.28646 1.00 -0.12 0.28 0.072
H 3.35182 1.01413 -0.07386 0.41 -0.39 0.79 0.067
H 1.91001 1.90390 -0.04517 -0.07 0.08 -0.16 0.059
H 1.20789 -0.90639 0.18606 -0.13 -0.39 0.09 0.043
H 2.29005 -0.66749 -1.18074 -0.31 -0.29 0.05 0.106
H 0.67430 0.53732 -2.40071 0.04 -0.15 -0.19 0.066
H 0.02560 1.27948 -0.94310 0.40 0.17 -0.09 0.046
H -1.06570 -2.23861 0.84024 -0.09 0.52 -0.11 -0.187
O -4.42826 -0.31044 1.94311 0.39 0.24 -0.02 -0.063
H -3.50550 -0.20458 1.67383 -0.17 -0.21 -0.06 0.025
H -4.66582 0.58288 2.21073 -0.20 -0.03 0.05 0.032
```
Forces are in eV/Å.

Record 6
Formula: C3H10OS2
Source: the OMol25 dataset
Level of theory: ωB97M-V with the def2-TZVPD basis set

The calculation puts the orbital gap at 8.739 eV. Its SMILES is CCSSC.O. Its relative energy (zero: lowest compared OMol25 entry of this formula, charge and spin) is 0.988 eV. The value obtained for the HOMO energy is -9.2 eV.

XYZ file:
```
16
Properties=species:S:1:pos:R:3:forces:R:3:lowdin_charge:R:1
C 1.70389 -1.72420 0.67929 1.09 1.25 -0.64 -0.186
C 1.07899 -0.59501 -0.14243 0.92 0.03 -1.47 -0.713
S -0.51579 -0.98133 -0.90477 -1.03 0.42 3.58 0.591
S -1.38768 -0.80143 1.24946 0.14 -0.92 -2.10 0.544
C -1.73695 0.92106 1.15122 0.07 1.73 0.04 -0.562
H 2.52003 -1.21354 1.20267 -0.01 -0.32 0.32 0.073
H 1.03673 -2.15031 1.41148 -0.15 -0.31 -0.05 0.035
H 2.21492 -2.41624 0.00902 -0.50 -0.45 0.23 0.072
H 1.64533 -0.43540 -1.08911 0.34 -0.05 0.72 0.063
H 1.15820 0.35912 0.41237 -0.73 -0.36 -0.37 0.068
H -2.61807 1.14651 0.55346 0.10 -0.12 -0.23 0.027
H -0.86090 1.47329 0.77010 -0.35 -0.22 -0.07 0.023
H -1.93844 1.40309 2.12072 0.11 -0.69 0.08 0.042
O -0.83831 1.88008 -2.86043 0.19 -0.46 1.14 -0.085
H -1.42477 1.48288 -2.19735 -0.62 0.14 -0.53 -0.005
H -0.03718 1.65144 -2.36570 0.44 0.33 -0.64 0.010
```
Forces are in eV/Å.

The highest relative energy (zero: lowest compared OMol25 entry of this formula, charge and spin) belongs to which entry? number 1